No. 1
{
  "formula": "C2H5ISi",
  "method": "ωB97M-V with the def2-TZVPD basis set",
  "species": ["Si", "C", "C", "I", "H", "H", "H", "H", "H"],
  "positions_angstrom": [[-1.48, 0.11, -0.07], [0.16, 0.68, 0.45], [1.53, -0.45, -0.13], [3.42, 0.09, -0.02], [-1.90, -1.18, 0.63], [-1.13, -0.56, -1.35], [-2.44, 1.16, 0.19], [0.43, 1.68, 0.38], [1.42, -1.53, -0.07]],
  "mulliken_charge": [0.36, -0.42, -0.56, 0.12, -0.09, -0.08, -0.13, 0.41, 0.37],
  "relative_energy_kj_mol": 482.3,
  "multiplicity": 1,
  "charge": 0,
  "e_tot_ha": -666.1884
}



No. 2
{
  "formula": "C12H36BaN2O12",
  "method": "ωB97M-V with the def2-TZVPD basis set",
  "species": ["Ba", "N", "O", "O", "O", "N", "O", "O", "O", "C", "C", "O", "H", "H", "H", "H", "H", "H", "C", "C", "O", "H", "H", "H", "H", "H", "H", "C", "C", "O", "H", "H", "H", "H", "H", "H", "C", "C", "O", "H", "H", "H", "H", "H", "H", "C", "C", "O", "H", "H", "H", "H", "H", "H", "C", "C", "O", "H", "H", "H", "H", "H", "H"],
  "positions_angstrom": [[2.18, -2.66, -4.13], [-1.66, -2.66, -4.62], [-0.63, -3.30, -4.14], [-2.09, -3.02, -5.72], [-2.16, -1.74, -3.99], [0.42, -0.15, -1.76], [-0.56, 0.50, -2.02], [1.06, -0.76, -2.71], [0.86, -0.24, -0.60], [-0.08, 1.64, 4.05], [0.42, 1.03, 2.76], [-0.54, 0.07, 2.29], [-0.41, 0.84, 4.72], [-0.93, 2.31, 3.86], [0.68, 2.26, 4.52], [1.39, 0.54, 2.90], [0.49, 1.83, 2.02], [-0.74, 0.25, 1.37], [-2.53, -1.40, -0.12], [-3.63, -2.43, -0.27], [-3.95, -2.61, -1.63], [-1.60, -1.90, -0.35], [-2.43, -1.13, 0.94], [-2.74, -0.51, -0.70], [-4.50, -2.18, 0.35], [-3.32, -3.42, 0.10], [-3.14, -2.51, -2.15], [1.10, 4.53, 1.17], [1.41, 3.47, 0.14], [0.19, 2.85, -0.27], [0.42, 4.20, 1.96], [0.58, 5.36, 0.68], [1.99, 4.95, 1.64], [2.11, 2.72, 0.54], [1.86, 3.98, -0.72], [0.44, 2.02, -0.71], [-0.28, -4.20, -0.77], [1.06, -3.65, -0.40], [1.92, -3.74, -1.58], [-0.94, -4.23, 0.11], [-0.24, -5.27, -1.00], [-0.75, -3.62, -1.56], [1.52, -4.23, 0.42], [1.05, -2.63, -0.01], [2.83, -3.85, -1.28], [3.83, -0.63, 0.08], [4.90, -1.02, 1.09], [6.19, -0.53, 0.75], [2.92, -1.20, 0.27], [4.12, -0.98, -0.92], [3.62, 0.43, 0.06], [4.90, -2.10, 1.27], [4.62, -0.56, 2.04], [6.34, -0.78, -0.16], [-3.22, 3.06, 1.09], [-3.35, 3.69, -0.31], [-2.47, 3.06, -1.24], [-3.62, 2.05, 1.13], [-3.78, 3.67, 1.81], [-2.17, 3.16, 1.38], [-2.99, 4.72, -0.19], [-4.35, 3.66, -0.71], [-1.61, 3.01, -0.80]],
  "mulliken_charge": [1.82, 0.89, -0.65, -0.61, -0.53, 0.36, -0.48, -0.58, -0.11, -1.33, 1.22, -0.55, 0.38, 0.25, 0.37, 0.19, -0.76, 0.24, -0.54, -0.48, -0.57, -0.07, 0.32, 0.41, 0.39, 0.22, 0.27, -1.23, -0.06, -0.43, 0.21, 0.35, 0.36, 0.06, 0.42, 0.13, -1.10, 0.07, -0.39, 0.32, 0.41, 0.14, 0.42, -0.10, 0.23, -0.32, -0.39, -0.50, -0.09, 0.26, 0.20, 0.27, 0.25, 0.29, -0.72, -0.25, -0.47, 0.21, 0.39, 0.03, 0.24, 0.33, 0.41],
  "relative_energy_kj_mol": 0.0,
  "multiplicity": 1,
  "charge": 0,
  "e_tot_ha": -1516.4110
}



No. 3
{
  "formula": "C5H8NO4S",
  "method": "ωB97M-V with the def2-TZVPD basis set",
  "species": ["C", "C", "C", "C", "C", "N", "O", "O", "O", "O", "S", "H", "H", "H", "H", "H", "H", "H", "H"],
  "positions_angstrom": [[1.24, -1.01, -1.98], [1.00, 0.05, -1.48], [1.52, 2.32, -1.24], [0.48, 0.60, 1.49], [-0.20, 1.17, 0.26], [0.76, 1.21, -0.83], [-0.65, -2.51, -0.16], [-2.29, -3.71, 1.22], [-1.88, -1.25, 1.50], [1.25, 3.43, -0.79], [-1.88, -2.41, 0.62], [1.25, -2.08, -2.09], [-3.08, -2.12, -0.12], [2.19, 2.10, -2.04], [1.17, -0.31, 1.29], [1.10, 1.52, 1.85], [-0.33, 0.23, 2.16], [-1.04, 0.61, -0.13], [-0.60, 2.17, 0.47]],
  "mulliken_charge": [-0.13, -0.33, 0.03, -0.83, -0.50, 0.08, -0.52, -0.66, -0.60, -0.58, 0.76, 0.45, 0.02, 0.36, 0.22, 0.32, 0.24, 0.36, 0.30],
  "relative_energy_kj_mol": 186.0,
  "multiplicity": 1,
  "charge": -1,
  "e_tot_ha": -949.2051
}



No. 4
{
  "formula": "C20H12F3NO6",
  "method": "ωB97M-V with the def2-TZVPD basis set",
  "species": ["C", "O", "C", "C", "C", "O", "O", "C", "F", "F", "F", "C", "C", "C", "O", "C", "O", "C", "C", "C", "C", "C", "N", "C", "O", "C", "C", "C", "C", "C", "H", "H", "H", "H", "H", "H", "H", "H", "H", "H", "H", "H"],
  "positions_angstrom": [[2.98, -1.75, 1.24], [1.58, -1.41, 1.50], [1.17, -0.11, 1.66], [1.68, 0.65, 2.81], [2.41, 0.12, 4.00], [3.35, 0.85, 4.39], [2.19, -1.17, 4.47], [3.12, -1.82, 5.35], [4.36, -1.79, 4.71], [2.53, -2.99, 5.37], [3.03, -1.36, 6.62], [1.38, 2.08, 2.90], [0.51, 2.63, 1.95], [0.02, 1.94, 0.81], [-0.72, 2.71, -0.02], [-0.88, 2.24, -1.23], [-1.07, 2.94, -2.18], [-0.87, 0.74, -1.37], [-0.13, -0.15, -0.52], [0.02, -1.53, -0.90], [-0.62, -1.92, -2.09], [-1.36, -1.11, -2.87], [-1.85, -1.60, -4.03], [-2.81, -0.92, -4.75], [-3.19, -1.46, -5.79], [-3.40, 0.22, -4.26], [-2.88, 0.88, -3.12], [-3.76, 1.91, -2.49], [-1.69, 0.22, -2.49], [0.46, 0.60, 0.64], [3.71, -1.02, 1.50], [3.16, -2.75, 1.69], [3.04, -1.89, 0.09], [1.66, 2.70, 3.80], [0.32, 3.72, 1.85], [0.62, -2.18, -0.43], [-0.35, -2.93, -2.46], [-1.32, -2.32, -4.58], [-4.32, 0.62, -4.62], [-3.65, 1.80, -1.43], [-3.54, 2.90, -2.97], [-4.87, 1.72, -2.74]],
  "mulliken_charge": [-0.79, -0.57, 0.36, 1.01, 0.07, -0.58, -0.31, 0.83, -0.21, -0.22, -0.21, -1.21, -0.49, 0.33, -0.40, 0.32, -0.54, 0.16, 0.91, -0.86, -1.05, 0.11, -0.07, -0.02, -0.71, -0.61, 1.15, -1.70, 0.25, 0.32, 0.41, 0.27, 0.29, 0.37, 0.36, 0.81, 0.28, 0.30, 0.49, 0.38, 0.32, 0.44],
  "multiplicity": 1,
  "charge": 0,
  "e_tot_ha": -1575.0872
}